The following is a DFT calculation (ωB97M-V with the def2-TZVPD basis set) of a structure of composition C25H45N2OP3RhSe in a non-equilibrium geometry.

XYZ file:
```
78
Properties=species:S:1:pos:R:3:lowdin_charge:R:1
Rh 0.1712 -0.5318 -0.1623 0.287
P 1.9667 -1.2481 0.8001 0.649
P 1.2327 3.0528 -0.9650 0.825
P -0.5584 -2.4507 -0.8748 0.634
H -0.3722 1.5291 -1.5280 -0.037
C -1.2306 1.2260 -2.2133 -0.147
C -0.7993 1.3538 -3.6314 -0.173
H -0.8572 2.4260 -3.9515 0.154
C 3.2990 -1.4785 -0.4290 -0.212
C 2.5907 -0.0620 2.0452 -0.230
C 1.8701 -2.8212 1.7299 -0.221
C 1.6721 4.8023 -1.2484 -0.278
C 0.9240 3.0693 0.8424 -0.294
C 2.8893 2.2766 -1.1018 -0.280
C -2.1046 -2.3006 -1.8327 -0.227
C -1.0551 -3.6658 0.4080 -0.234
C 0.5722 -3.4004 -1.9460 -0.238
H -1.6353 0.2112 -1.9702 0.018
H 0.2261 1.0383 -3.8711 0.108
H 4.1842 -1.9324 0.0396 0.080
H 3.5623 -0.5036 -0.8587 0.031
H 2.9348 -2.1253 -1.2384 0.029
H 3.3102 -0.5461 2.7253 0.075
H 1.7462 0.3231 2.6317 0.018
H 3.0746 0.7860 1.5473 0.033
H 1.8069 -3.6812 1.0514 0.045
H 0.9792 -2.8169 2.3699 0.033
H 2.7510 -2.9359 2.3760 0.075
H 2.2673 5.1682 -0.4080 0.052
H 0.7560 5.3907 -1.3252 0.045
H 2.2438 4.9077 -2.1769 0.052
H 1.0947 2.0670 1.2513 -0.018
H -0.1422 3.2733 1.0075 0.020
H 1.5421 3.8241 1.3531 0.064
H 3.5835 2.9631 -1.6072 0.057
H 2.7858 1.3756 -1.7199 0.006
H 3.2833 1.9940 -0.1184 0.023
H -2.9339 -2.7262 -1.2584 0.066
H -2.0178 -2.8088 -2.7993 0.051
H -2.3565 -1.2574 -2.0188 0.006
H -1.9926 -4.1443 0.1034 0.064
H -1.2348 -3.1755 1.3705 0.012
H -0.2939 -4.4430 0.5338 0.055
H -0.0069 -4.0290 -2.6333 0.062
H 1.2367 -4.0403 -1.3521 0.056
H 1.1825 -2.7193 -2.5469 0.027
C -1.6785 -0.5315 -4.9681 -0.184
C -0.4092 -1.1364 -4.8098 0.016
C -0.0892 -2.3203 -5.4693 -0.012
C -1.1085 -3.0144 -6.1189 0.025
C -2.4198 -2.5144 -6.1453 0.010
C -2.7137 -1.2868 -5.5579 0.070
O -1.8826 0.7690 -4.5546 0.061
H -2.1226 1.8737 -2.3097 0.118
H 0.3213 -0.6815 -4.1402 0.108
H 0.9493 -2.6570 -5.4431 0.137
H -0.8506 -3.9501 -6.6210 0.146
H -3.1943 -3.1218 -6.6403 0.147
H -3.7375 -0.9211 -5.5166 0.150
C -0.2850 -0.8937 4.3398 0.004
N -0.7552 0.4485 4.0364 -0.055
C -1.2367 0.8599 2.8311 -0.603
Se -1.6113 -0.2398 1.3671 0.858
N -1.6359 2.1613 2.9991 0.137
C -1.4739 2.5461 4.3332 -0.172
C -2.0548 3.6049 5.0278 0.030
C -1.9606 3.5632 6.4331 -0.022
C -1.3560 2.4843 7.0965 -0.022
C -0.8141 1.4084 6.3758 0.028
C -0.8876 1.4778 4.9793 -0.144
H 0.7912 -0.9933 4.1582 0.091
H -0.8233 -1.6173 3.7212 0.072
H -0.4716 -1.0832 5.3990 0.108
H -2.0663 2.7252 2.2638 0.172
H -2.5366 4.4041 4.4673 0.129
H -2.3614 4.3860 7.0248 0.128
H -1.3073 2.4864 8.1886 0.131
H -0.3651 0.5502 6.8531 0.116
```

Its charge is +3. As for the energy above the lowest of the compared OMol25 structures with the same formula, charge and spin: 1.4 kcal per mole. As for the spin multiplicity: 5. The energy comes out at -127875.9090 eV. As for the frontier orbital gap (alpha / beta): 7.561 / 4.082 eV.

The following is a DFT calculation (ωB97M-V with the def2-TZVPD basis set) of a cluster of 6 separate species, C25H45NO3S2 in total in a non-equilibrium geometry.

XYZ file:
```
76
Properties=species:S:1:pos:R:3:lowdin_charge:R:1
C -0.1488 -5.6463 0.3904 -0.054
C 0.1944 -4.3025 1.1159 -0.266
C 0.9286 -3.5137 0.2459 -0.274
C 1.1537 -2.2168 0.9002 -0.101
N 2.1876 -1.2432 0.2513 -0.176
C 3.5583 -1.7374 0.1435 -0.122
C 4.5674 -0.6564 0.5635 -0.104
C 3.6777 0.4874 1.1016 -0.127
C 2.3359 -0.1199 1.2682 -0.116
C 1.6477 -0.5863 -1.0701 0.094
H 0.7706 -6.2367 0.0725 0.108
H -0.4451 -5.3863 -0.4912 -0.020
H -0.8980 -6.2129 0.9636 0.087
H 0.8516 -4.5529 1.9146 0.122
H -0.6892 -3.7296 1.3269 0.118
H 0.2876 -3.3863 -0.7493 0.166
H 1.8516 -3.9527 -0.0367 0.115
H 1.4307 -2.4106 1.8477 0.092
H 0.2671 -1.6765 0.8531 0.094
H 3.7631 -1.8591 -0.7379 0.030
H 3.7081 -2.6172 0.8318 0.170
H 5.2639 -0.4274 -0.3185 0.133
H 5.3655 -1.1681 1.1779 0.124
H 3.5997 1.2666 0.5087 0.055
H 3.9980 1.0626 1.9469 0.128
H 1.4622 0.5723 1.1287 0.117
H 2.3295 -0.5190 2.1737 0.078
H 0.6421 -0.0916 -0.8865 0.107
H 1.4932 -1.3342 -1.7826 0.072
H 2.5811 -0.1728 -1.3197 0.086
O -0.4493 1.8989 0.7345 -0.517
H -0.5410 1.9855 -0.2480 -0.135
C -2.2664 4.8972 0.4331 -0.293
S -2.6192 3.9854 1.8910 0.799
O -3.4716 4.8218 2.9115 -0.593
C -3.7633 2.9096 1.2010 -0.310
H -1.4591 4.4306 -0.0992 0.017
H -1.7091 5.8936 0.7667 0.109
H -3.0867 4.9851 -0.2416 0.032
H -3.2425 2.0357 0.8811 0.010
H -4.3680 3.3429 0.3228 0.088
H -4.4150 2.7730 2.1038 0.064
C -0.7301 1.5779 3.9509 -0.298
S -0.8637 0.0362 3.0142 0.812
O 0.0215 -0.9967 3.8165 -0.592
C -2.4659 -0.3860 3.5770 -0.291
H 0.1911 2.1991 3.6168 0.073
H -0.2328 1.4755 5.1010 0.123
H -1.6482 2.0908 4.2318 0.026
H -2.3141 -0.5036 4.6402 0.056
H -2.7988 -1.2825 3.1544 0.012
H -3.1380 0.5121 3.4431 0.078
C 2.6138 3.2063 -2.8878 -0.034
C 2.6624 3.3440 -4.5155 -0.036
C 1.4487 3.3394 -5.2133 -0.145
C 0.1508 3.2365 -4.5041 -0.133
C 0.0386 2.9870 -3.1474 -0.078
C 1.3609 2.9755 -2.2553 -0.051
H 3.3943 3.2572 -2.3227 -0.005
H 3.5945 3.3479 -5.2013 0.105
H 1.5695 3.5264 -6.2052 0.044
H -0.7059 3.1155 -5.4246 0.157
H -0.9682 2.6506 -2.8794 0.079
H 1.3330 2.9571 -1.1250 0.086
C -1.6274 -1.3048 -2.2122 -0.123
C -2.0225 -0.6509 -0.9077 -0.037
C -2.7383 -1.5682 -0.0542 -0.118
C -2.9635 -2.8511 -0.4881 -0.159
C -2.8907 -3.2914 -1.8445 -0.054
C -2.0097 -2.5109 -2.8511 -0.038
H -1.1463 -0.5807 -2.9647 0.102
H -1.6992 0.2782 -0.4788 0.040
H -3.0518 -1.2864 1.0737 0.126
H -3.6623 -3.6824 0.0397 0.147
H -3.2099 -4.1670 -2.2954 0.053
H -1.8365 -2.6424 -3.8716 0.065
```

As for the energy above the lowest of the compared OMol25 structures with the same formula, charge and spin: 9.4 kcal per mole. The energy comes out at -55943.1816 eV. As for the frontier orbital gap: 7.317 eV.

- Among the records above, which one has the lowest energy?
  C25H45N2OP3RhSe

- What is the formula in the second record?
  C25H45NO3S2

- Which value of energy does entry 2 give?
  -55943.1816 eV

- Which value of energy above the lowest of the compared OMol25 structures with the same formula, charge and spin does entry 2 give?
  9.4 kcal per mole